No. 1
Below is C15H15N7O4 in the gas phase in a non-equilibrium geometry, with properties calculated with ωB97M-V/def2-TZVPD.

XYZ file:
```
41
Properties=species:S:1:pos:R:3:forces:R:3
C 2.194 1.272 0.554 -1.083 -0.365 -0.802
H 2.403 2.297 2.456 -0.008 -0.221 -0.227
H -0.398 0.942 2.053 -0.261 0.010 0.183
C -0.728 1.515 -3.541 -0.125 0.458 0.361
C 0.620 -2.267 1.533 -0.199 0.087 0.113
C 0.008 0.339 -3.167 -0.647 -1.451 0.658
C -1.229 2.304 -2.493 0.092 -1.753 0.358
H -2.319 -0.694 2.347 0.497 -0.467 -0.293
N 0.387 0.196 -1.835 0.871 -1.245 -1.703
C 2.508 1.276 2.061 0.346 1.360 -0.657
C -0.232 0.637 -0.595 -3.868 2.706 -3.327
C 0.134 -3.562 1.321 0.794 0.441 0.189
C 0.334 0.181 1.848 -0.864 0.158 -0.028
C -1.218 -3.837 1.521 0.005 -0.032 -0.099
O -1.726 1.997 1.031 0.296 0.075 -1.052
H 1.235 0.704 3.743 0.041 -0.074 -0.268
H 1.708 -2.049 1.486 -0.798 -0.393 -0.269
O -0.359 1.252 -5.857 -0.713 0.373 2.139
H 1.141 -0.377 0.070 0.326 -0.984 -0.066
H -1.065 -0.044 -0.219 0.957 0.441 -0.643
H 3.569 1.013 2.163 -0.375 -0.086 0.236
O -1.941 2.596 -5.213 1.359 -1.220 1.055
N 0.247 -0.839 -3.777 0.378 1.078 0.328
C 1.546 0.347 2.756 0.256 -0.764 -0.309
N 1.014 -1.013 -1.760 -0.804 -1.216 0.389
H 2.917 0.673 -0.022 -0.485 0.065 0.195
H 0.870 -4.329 1.032 -0.668 0.247 0.180
N -1.023 1.782 -4.949 -0.668 0.964 -1.755
C -0.936 1.978 -1.106 -0.953 0.107 0.024
H -3.145 -3.061 2.118 0.480 0.218 -0.198
C -1.618 -1.498 2.055 -0.144 -0.096 0.002
O -2.861 3.201 -0.338 1.991 -0.991 -0.917
H 2.036 -0.618 2.884 -0.127 -0.005 0.215
N -1.886 2.444 -0.139 -1.198 0.537 1.309
H -2.029 3.033 -2.738 0.920 -0.261 0.445
N 0.764 0.509 0.384 4.246 0.079 3.730
H -1.570 -4.861 1.380 -0.005 0.359 0.062
H 2.136 2.239 0.067 -0.229 0.162 0.157
C -2.096 -2.822 1.904 0.430 0.485 0.235
C -0.255 -1.209 1.854 -0.187 -0.911 -0.228
N 0.863 -1.649 -2.869 0.125 2.122 0.278
```
Forces are in eV/Å.

Its HOMO energy is -8.4 eV.

No. 2
Below is C15H15NO3V as an isolated structure in a non-equilibrium geometry, with properties calculated with ωB97M-V/def2-TZVPD.

XYZ file:
```
35
Properties=species:S:1:pos:R:3:forces:R:3
H 2.687 0.464 -2.134 -2.246 -3.221 2.175
H 1.919 2.278 -4.106 -2.372 -0.155 0.645
H 0.194 2.187 1.544 0.028 -0.063 -0.031
O -0.327 -1.173 0.996 0.056 1.596 0.548
O 0.204 2.643 2.468 -0.007 -0.199 0.100
H 2.160 -2.586 -2.734 -1.568 0.737 0.380
C 0.018 1.633 3.326 -0.074 -0.257 0.062
H -1.295 1.382 -1.508 0.880 0.580 -2.083
C -1.026 -2.397 -1.677 -1.798 -0.809 0.226
C -0.394 -0.439 5.159 -0.002 0.154 -0.005
C -0.183 0.872 5.614 -0.059 -0.290 -0.224
H -0.175 1.090 6.682 -0.015 -0.084 -0.171
H -0.572 -1.719 3.408 0.108 0.322 0.060
C -1.059 1.334 -2.667 -3.286 -3.010 3.731
O 0.089 1.001 0.591 -0.469 -0.463 0.809
H 0.492 -1.274 -4.479 -0.415 -0.492 1.646
H -2.038 -1.426 -3.438 1.274 -0.226 0.702
H -0.554 -1.249 5.871 0.028 0.175 -0.106
H -1.946 0.685 -3.086 1.527 1.470 0.371
C -0.427 2.190 -3.479 3.274 -0.113 -1.777
H 0.387 3.171 -4.964 1.712 -0.713 0.908
C -0.142 0.019 1.379 -0.050 -1.258 -1.231
C 0.013 1.907 4.709 -0.040 -0.238 -0.331
C -0.182 0.300 2.858 0.145 0.812 0.432
V 0.256 -0.613 -1.681 1.665 3.167 1.894
C 1.077 -2.315 -2.551 2.100 -2.490 -0.728
H -1.896 -2.659 -1.024 1.014 0.587 -0.601
C -0.399 -0.710 3.787 0.027 0.086 0.292
C 0.205 -1.700 -3.464 0.733 0.057 -3.078
H 0.700 -3.316 -0.554 -0.384 0.929 -0.886
H 0.165 2.937 5.031 -0.010 -0.206 -0.045
C -1.090 -1.760 -2.933 -2.737 -0.587 -0.747
C 0.314 -2.747 -1.434 0.892 -1.728 0.626
C 0.755 2.457 -4.119 -1.573 2.160 -1.537
N 2.068 -0.466 -1.393 1.643 3.772 -2.024
```
Forces are in eV/Å.

Its charge is -2. The spin multiplicity is 4. Its HOMO energy (spin up / spin down) is 1.7 / -0.5 eV. As for the expectation value of S²: 3.9636.

No. 3
Below is C15H16ClO2P in the gas phase in a non-equilibrium geometry, with properties calculated with ωB97M-V/def2-TZVPD.

XYZ file:
```
35
Properties=species:S:1:pos:R:3:forces:R:3
O 1.273 5.123 1.102 1.430 0.139 0.780
O -1.194 5.474 -0.190 -0.142 2.017 -0.163
C -0.602 0.425 1.453 -0.450 0.505 -0.225
H -2.084 2.051 1.095 -0.022 -0.052 0.378
C -0.556 -0.275 0.046 0.006 -0.571 0.140
H -0.898 -2.182 2.039 -0.289 0.035 -0.038
H -0.825 2.422 2.341 -0.469 -0.269 -0.249
H 1.734 0.729 -2.461 -0.587 -0.661 0.674
C 0.300 0.582 -0.862 2.134 -1.578 -1.845
C -1.029 1.944 1.370 0.767 -0.890 0.219
C 1.375 -1.435 -2.026 0.250 0.296 0.040
H -2.292 0.621 -1.017 0.225 0.066 0.233
H 0.823 2.615 -1.485 -0.088 -0.200 0.099
C -0.233 2.699 0.342 0.216 -0.185 -1.614
H 2.462 -1.585 -2.275 -0.955 -0.167 0.347
H 0.805 -1.743 -2.922 0.240 0.045 0.177
C 0.109 -3.887 1.275 0.253 -0.838 -0.773
C 1.160 0.027 -1.802 -1.167 1.773 0.922
C 0.913 -4.431 0.241 -0.152 0.862 0.646
Cl 1.478 -6.098 0.311 -0.299 0.653 0.019
C 0.302 2.030 -0.731 -0.275 0.888 1.210
H -0.914 6.399 -0.030 -0.453 -0.532 -0.183
H 0.390 0.375 1.930 -0.197 -0.038 -0.245
H -1.315 -0.064 2.139 0.269 0.000 -0.391
H -2.713 -0.595 0.147 -0.581 -0.336 0.778
H -2.067 -1.061 -1.402 0.361 0.192 0.386
C 1.349 -3.592 -0.777 -0.349 0.070 0.376
H -0.175 -4.544 2.093 0.053 0.226 -0.034
C -0.348 -2.576 1.200 0.683 -0.202 -0.652
H 1.872 4.355 1.283 -0.621 1.043 -0.350
C -0.008 -1.755 0.108 0.606 0.769 0.383
C 0.909 -2.262 -0.841 -0.566 -0.068 0.011
P -0.063 4.490 0.413 -0.050 -3.021 -0.040
H 2.037 -3.943 -1.532 0.008 -0.145 -0.018
C -1.977 -0.332 -0.575 0.209 0.173 -0.999
```
Forces are in eV/Å.

Its SMILES is C[C@]12CCC(P(O)O)=CC1=CCc1cc(Cl)ccc12. Its HOMO energy is -5.5 eV.

No. 4
Below is a 6-piece molecular cluster, C15H16F5O16 overall in a non-equilibrium geometry, with properties calculated with ωB97M-V/def2-TZVPD.

XYZ file:
```
52
Properties=species:S:1:pos:R:3:forces:R:3
H -0.236 0.499 1.648 -0.835 0.355 1.246
F 4.881 -0.736 0.429 -1.985 0.961 -1.436
C 1.600 3.582 -0.245 -1.484 -4.200 -1.263
O 3.683 0.506 -1.259 3.126 1.215 3.693
O -2.454 -4.230 2.266 1.595 -0.153 -2.414
O 0.220 -1.749 -4.933 -2.149 1.554 6.278
H 0.486 -3.181 2.320 2.438 -1.017 0.914
H -1.679 1.905 1.699 -1.785 -0.424 -0.486
O 0.387 0.313 0.977 1.188 -0.635 -1.534
O -2.243 -4.941 0.043 0.754 1.861 2.764
C -0.995 0.009 -2.166 2.647 2.158 1.026
O 2.230 -0.906 -1.814 -2.507 -3.258 -0.544
C -1.868 -4.239 0.977 -2.415 -2.659 -1.684
C 3.607 -0.317 -0.088 -0.899 -2.114 0.015
O 2.253 4.555 -3.403 -0.774 1.614 -3.514
C -1.658 -3.363 2.992 3.783 -2.981 2.089
H 1.350 2.487 -0.265 -0.320 0.851 1.173
O -4.911 0.589 3.791 -0.233 0.502 1.633
O -3.428 1.839 2.768 1.348 1.099 -0.051
H -1.737 0.711 -2.112 -2.803 1.077 0.023
O 3.369 4.222 -1.581 0.027 -0.265 2.463
O -0.566 -2.032 -2.726 -0.239 -4.797 -0.530
H 3.431 -2.409 -0.809 -1.740 1.115 0.104
O -4.043 -0.150 2.002 0.618 -1.441 -0.363
H -0.249 0.501 -1.528 0.382 -0.029 -0.242
C -0.443 -2.825 2.097 -4.242 -2.735 1.819
H -2.296 -0.286 0.905 2.841 -2.024 0.629
H 3.435 4.469 0.570 -0.787 -0.717 -1.319
C -3.106 0.288 1.108 -1.342 1.604 -2.283
H 1.917 -1.641 0.093 -0.927 -0.518 0.362
C -1.098 -1.341 -1.639 5.217 -0.487 1.671
C -0.228 -1.359 -3.776 1.027 1.121 -5.866
H -0.499 -1.804 2.236 0.038 2.461 -0.997
H -3.554 0.282 0.141 -0.652 0.605 -0.957
O 1.162 3.905 -1.584 -0.235 1.067 1.824
O 2.618 0.870 -3.158 -0.022 -1.285 1.367
O -0.856 -3.421 0.918 1.075 0.956 -2.684
C 3.085 3.697 -0.218 2.064 3.569 0.150
C 2.204 4.343 -2.269 1.891 -1.963 1.265
C 2.811 0.194 -2.172 -0.359 1.566 -2.281
F -2.355 -2.376 3.364 -3.184 4.600 1.132
C -4.109 0.764 2.928 -4.994 -2.189 3.253
F -3.303 2.683 0.721 0.250 -1.109 0.342
H 3.758 2.868 0.011 -0.883 -0.513 -0.568
O -0.543 -0.067 -3.488 0.626 -0.338 -1.687
F -2.288 -1.738 -1.247 -1.058 -0.849 0.193
C 2.701 -1.532 -0.611 4.063 1.460 -0.914
C -2.803 1.663 1.572 4.018 3.417 -1.760
F 0.890 4.241 0.692 0.399 0.403 -0.173
H -0.141 -1.553 -0.878 -3.597 0.660 -0.765
H -1.371 -3.844 3.966 0.243 -0.252 -1.006
H 2.982 0.056 0.733 0.795 1.103 -0.106
```
Forces are in eV/Å.

Its charge is -1. Its HOMO energy is -5.8 eV.

No. 5
Below is C15H16N2O5S in the gas phase in a non-equilibrium geometry, with properties calculated with ωB97M-V/def2-TZVPD.

XYZ file:
```
39
Properties=species:S:1:pos:R:3:forces:R:3
N 2.308 0.391 -0.271 -0.496 0.316 0.976
H 2.785 1.419 -2.030 -0.053 0.050 0.103
O 1.313 2.375 0.971 -0.179 -0.157 -0.027
C 3.682 -1.627 0.145 0.414 0.117 -0.280
C 1.916 0.980 -1.526 -0.487 -0.205 -0.586
C -1.566 2.200 0.605 -0.063 0.197 -0.028
H -0.754 2.902 0.714 -0.076 0.070 -0.010
N -3.692 -1.847 0.462 0.076 -0.620 0.047
H 4.245 0.119 -0.986 -0.087 0.051 0.046
H -3.994 -2.809 0.457 -0.070 0.131 -0.019
C -2.395 -1.421 0.654 0.583 0.218 0.072
C -0.084 0.124 0.944 0.736 0.201 0.227
C -2.416 -0.012 0.577 0.004 0.285 -0.042
C 3.653 -0.116 -0.098 0.258 -0.544 0.498
O -5.753 -0.903 0.064 0.021 0.087 0.000
H 4.736 -1.945 0.191 -0.110 0.036 -0.116
C -2.848 2.646 0.371 0.110 0.092 -0.003
C -4.569 -0.785 0.259 -0.613 -0.030 -0.105
C -1.202 -2.055 0.886 -0.455 0.033 -0.050
O 2.210 0.465 2.227 0.078 -0.186 0.049
C -3.953 1.785 0.230 -0.175 -0.465 -0.003
H 1.192 0.424 -3.478 0.102 -0.068 0.062
C 1.246 -0.025 -2.475 0.303 0.387 -0.112
H 1.843 -0.937 -2.531 0.060 0.066 -0.079
H 3.197 -2.154 -0.684 0.091 0.077 -0.019
S 1.496 0.953 1.077 -0.078 -0.157 -0.585
H 0.893 -1.730 1.188 0.098 -0.118 -0.035
H 2.945 -1.240 1.905 0.047 -0.227 -0.050
H -1.114 -3.127 0.955 0.009 -0.124 0.008
H -0.599 0.336 -1.970 -0.002 -0.034 -0.017
C -1.298 0.817 0.717 -0.482 -0.163 -0.057
H 1.216 1.789 -1.294 0.069 0.073 -0.313
H 4.104 0.384 0.766 0.205 -0.064 -0.191
O 3.023 -2.015 1.323 -0.105 0.059 0.360
C -3.723 0.436 0.337 0.576 0.401 0.084
H -4.940 2.180 0.049 -0.111 0.026 -0.022
H -3.019 3.709 0.294 0.020 0.085 0.002
O -0.027 -0.436 -2.049 -0.298 -0.088 0.102
C -0.058 -1.247 1.022 0.080 0.195 0.111
```
Forces are in eV/Å.

Its SMILES is O=C1Nc2ccc(S(=O)(=O)N(CCO)CCO)c3cccc1c23. Its HOMO energy is -8.5 eV.

No. 6
Below is C15H16N2O6 in the gas phase in a non-equilibrium geometry, with properties calculated with ωB97M-V/def2-TZVPD.

XYZ file:
```
39
Properties=species:S:1:pos:R:3:forces:R:3
O -4.032 0.252 -1.157 0.474 0.256 0.013
C -1.837 -0.475 -0.667 -0.059 0.034 -0.029
C -0.473 0.690 0.918 -0.111 0.006 -0.110
O 4.268 -0.137 0.075 0.157 0.047 -0.013
O -3.705 2.441 0.594 0.327 -0.588 0.148
N 1.698 -0.931 -0.003 0.664 0.321 0.118
C -2.863 0.427 -0.450 0.095 -0.170 0.014
O 4.700 -3.539 -0.941 -0.526 0.088 0.061
H 5.737 -5.230 -1.503 -0.126 -0.114 -0.026
C 6.418 -2.145 -0.640 -0.968 0.141 0.105
H 0.425 0.808 1.504 0.114 0.006 0.093
H -5.384 0.812 0.336 0.028 -0.034 -0.066
N 2.765 -1.775 -0.276 -0.583 -0.312 -0.095
H -1.982 -1.293 -1.355 -0.043 -0.083 -0.066
C 6.920 -3.401 -1.040 -0.392 -0.441 -0.105
C -0.625 -0.334 -0.001 -0.472 0.263 0.129
O -1.174 2.551 2.078 0.122 -0.180 -0.190
C 4.030 -1.292 -0.242 -0.669 -0.082 0.067
C 0.434 -1.336 -0.282 0.443 -0.076 0.064
C -2.692 1.511 0.428 -0.203 0.261 -0.011
H 1.993 0.011 0.220 -0.120 -0.137 -0.093
C -2.103 3.528 2.498 -0.234 0.295 0.253
C 5.054 -2.278 -0.592 1.240 0.407 0.020
H -4.847 3.836 -0.290 0.035 0.021 -0.063
C 5.831 -4.203 -1.207 0.859 -0.050 -0.071
O 0.221 -2.453 -0.720 -0.070 -0.126 -0.113
H 6.971 -1.257 -0.414 0.047 0.230 0.063
H 2.488 -2.691 -0.608 0.079 0.145 0.037
H 7.946 -3.670 -1.183 0.186 -0.129 -0.049
C -1.491 1.616 1.148 0.008 -0.123 -0.128
H -6.012 -0.073 -1.080 -0.006 -0.029 0.070
C -4.006 3.202 -0.564 -0.019 0.237 -0.256
H -1.621 4.032 3.335 -0.047 -0.021 -0.062
H -5.084 -0.937 0.174 -0.005 0.037 -0.044
H -3.152 3.827 -0.848 -0.044 -0.023 0.040
C -5.187 0.005 -0.374 -0.269 -0.106 0.186
H -3.041 3.078 2.829 0.089 0.067 -0.011
H -2.308 4.256 1.710 -0.006 -0.057 0.046
H -4.279 2.569 -1.410 0.006 0.018 0.072
```
Forces are in eV/Å.

Its SMILES is COc1cc(C(=O)NNC(=O)c2ccco2)cc(OC)c1OC. Its HOMO energy is -8.6 eV.